An isolated molecule of C5H7N, computed with ωB97M-V/def2-TZVPD.

```
! RIJCOSX wB97M-V def2-TZVPD def2/J DEFGRID3
* xyz 0 1
C 0.13 0.73 -0.14
C 1.21 -0.27 -0.01
C 0.74 -1.33 0.64
C -0.68 -1.14 0.97
C -1.09 0.07 0.49
H -0.37 0.67 -2.16
H -0.56 2.13 -1.36
H 0.43 1.58 0.54
H 2.23 -0.19 -0.45
H 1.34 -2.15 0.98
H -1.35 -1.87 1.46
H -2.10 0.49 0.50
N 0.04 1.30 -1.45
*
```

Output
Kohn-Sham gap   9.3697 eV
E   -6787.19783 eV
Lowest unoccupied orbital energy   0.895 eV
Energy above the lowest of the compared OMol25 structures with the same formula, charge and spin   126.9 kJ/mol
SMILES   NC1C=CC=C1

Atomic partial charges in e from the Löwdin method, atoms 1 to 8: number 1, C, carries -0.459; number 2, C, carries -0.081; number 3, C, carries -0.103; number 4, C, carries -0.083; number 5, C, carries -0.046; number 6, H, carries 0.092; number 7, H, carries 0.077; number 8, H, carries 0.169



An isolated molecule of C5H7N, computed with ωB97M-V/def2-TZVPD.

```
! RIJCOSX wB97M-V def2-TZVPD def2/J DEFGRID3
* xyz 0 1
C -0.81 -1.10 1.08
C -0.14 -0.13 0.14
C -0.67 1.23 0.01
N -0.11 2.12 -0.71
C 1.79 -0.37 -1.64
C 0.92 -0.40 -0.62
H -0.69 -0.80 2.13
H -1.88 -1.17 0.87
H -0.39 -2.11 0.97
H -1.60 1.41 0.57
H -0.65 2.99 -0.69
H 2.84 -0.18 -1.36
H 1.40 -1.48 -0.76
*
```

Output
Kohn-Sham gap   8.6002 eV
E   -6783.72007 eV
Lowest unoccupied orbital energy   0.644 eV
Energy above the lowest of the compared OMol25 structures with the same formula, charge and spin   462.4 kJ/mol

Atomic partial charges in e from the Löwdin method, atoms 1 to 8: number 1, C, carries -0.072; number 2, C, carries -0.299; number 3, C, carries -0.228; number 4, N, carries 0.085; number 5, C, carries 0.131; number 6, C, carries -0.214; number 7, H, carries 0.077; number 8, H, carries 0.078



An isolated molecule of C5H7N, computed with ωB97M-V/def2-TZVPD.

```
! RIJCOSX wB97M-V def2-TZVPD def2/J DEFGRID3
* xyz 0 1
C -1.33 -3.39 0.03
C -0.06 -1.45 -0.85
C 0.34 -0.18 -0.05
C -0.11 1.01 -0.16
C 0.27 2.10 0.87
N -0.74 -2.48 -0.34
H -0.57 -1.00 -1.77
H 0.92 -1.84 -1.16
H 1.13 -0.49 0.73
H -0.86 0.96 -0.97
H -0.07 3.11 0.74
H 1.33 2.05 1.13
H -0.24 1.60 1.79
*
```

Output
Kohn-Sham gap   11.0361 eV
E   -6785.59122 eV
Lowest unoccupied orbital energy   0.926 eV
Energy above the lowest of the compared OMol25 structures with the same formula, charge and spin   281.9 kJ/mol

Atomic partial charges in e from the Löwdin method, atoms 1 to 8: number 1, C, carries 0.028; number 2, C, carries -0.270; number 3, C, carries -0.161; number 4, C, carries -0.181; number 5, C, carries -0.081; number 6, N, carries -0.088; number 7, H, carries 0.142; number 8, H, carries 0.127



An isolated molecule of C5H7N, computed with ωB97M-V/def2-TZVPD.

```
! RIJCOSX wB97M-V def2-TZVPD def2/J DEFGRID3
* xyz 0 1
C 0.70 -1.32 0.42
C 0.17 0.02 -0.05
C 0.29 1.17 0.88
N 1.19 1.06 -0.25
C -1.03 -0.06 -0.87
C -2.05 -0.23 -1.49
H 0.86 -2.01 -0.41
H -0.01 -1.77 1.12
H 1.66 -1.16 0.93
H -0.50 1.92 0.84
H 0.75 1.01 1.86
H 0.92 1.74 -0.96
H -2.97 -0.37 -2.02
*
```

Output
Kohn-Sham gap   10.4123 eV
E   -6785.66603 eV
Lowest unoccupied orbital energy   1.085 eV
Energy above the lowest of the compared OMol25 structures with the same formula, charge and spin   274.7 kJ/mol
SMILES   C#C[C@]1(C)CN1

Atomic partial charges in e from the Löwdin method, atoms 1 to 8: number 1, C, carries -0.033; number 2, C, carries -0.538; number 3, C, carries -0.125; number 4, N, carries 0.055; number 5, C, carries -0.075; number 6, C, carries 0.124; number 7, H, carries 0.083; number 8, H, carries 0.086



An isolated molecule of C5H7N, computed with ωB97M-V/def2-TZVPD.

```
! RIJCOSX wB97M-V def2-TZVPD def2/J DEFGRID3
* xyz 0 1
C 1.73 0.05 0.12
C 0.24 -0.03 -0.03
C -0.41 -1.30 -0.35
N -1.68 -1.44 -0.39
C -1.67 1.80 0.00
C -0.59 1.01 0.12
H 2.09 -0.53 0.98
H 2.24 -0.35 -0.77
H 2.07 1.08 0.26
H 0.29 -2.13 -0.55
H -1.92 -2.40 -0.64
H -2.15 2.05 0.96
H -0.25 2.15 0.25
*
```

Output
Kohn-Sham gap   8.6000 eV
E   -6783.71769 eV
Lowest unoccupied orbital energy   0.618 eV
Energy above the lowest of the compared OMol25 structures with the same formula, charge and spin   462.6 kJ/mol

Atomic partial charges in e from the Löwdin method, atoms 1 to 8: number 1, C, carries -0.073; number 2, C, carries -0.299; number 3, C, carries -0.226; number 4, N, carries 0.085; number 5, C, carries 0.132; number 6, C, carries -0.217; number 7, H, carries 0.078; number 8, H, carries 0.078



An isolated molecule of C5H7N, computed with ωB97M-V/def2-TZVPD.

```
! RIJCOSX wB97M-V def2-TZVPD def2/J DEFGRID3
* xyz 0 1
C -1.01 0.07 -0.74
C -0.75 -1.13 0.14
C 0.20 -0.88 1.04
C 0.85 0.45 0.78
N 1.51 0.67 -0.50
C 0.12 1.04 -0.39
H -1.97 0.53 -0.42
H -1.11 -0.15 -1.81
H -1.27 -2.08 0.02
H 0.48 -1.53 1.87
H 1.25 1.04 1.60
H 1.75 -0.13 -1.07
H -0.05 2.10 -0.52
*
```

Output
Kohn-Sham gap   10.1795 eV
E   -6786.84711 eV
Lowest unoccupied orbital energy   1.182 eV
Energy above the lowest of the compared OMol25 structures with the same formula, charge and spin   160.7 kJ/mol
SMILES   C1=C[C@H]2N[C@H]2C1

Atomic partial charges in e from the Löwdin method, atoms 1 to 8: number 1, C, carries -0.146; number 2, C, carries -0.095; number 3, C, carries -0.055; number 4, C, carries -0.256; number 5, N, carries 0.047; number 6, C, carries -0.275; number 7, H, carries 0.117; number 8, H, carries 0.109



An isolated molecule of C5H7N, computed with ωB97M-V/def2-TZVPD.

```
! RIJCOSX wB97M-V def2-TZVPD def2/J DEFGRID3
* xyz 0 1
C -0.19 1.36 -0.87
C 0.05 -0.09 -0.56
C -0.44 -0.63 1.05
N -1.15 -0.80 -0.20
C 1.38 -0.70 -0.93
C 1.33 -0.65 0.39
H -0.66 1.37 -1.85
H 0.75 1.91 -0.92
H -0.88 1.84 -0.16
H -0.26 -1.54 1.62
H -0.77 0.22 1.64
H -1.08 -1.77 -0.50
H 1.92 -0.52 1.29
*
```

Output
Kohn-Sham gap   9.3758 eV
E   -6782.61574 eV
Lowest unoccupied orbital energy   0.767 eV
Energy above the lowest of the compared OMol25 structures with the same formula, charge and spin   569.0 kJ/mol

Atomic partial charges in e from the Löwdin method, atoms 1 to 8: number 1, C, carries -0.026; number 2, C, carries -0.521; number 3, C, carries -0.112; number 4, N, carries 0.038; number 5, C, carries 0.022; number 6, C, carries -0.106; number 7, H, carries 0.093; number 8, H, carries 0.085



An isolated molecule of C5H7N, computed with ωB97M-V/def2-TZVPD.

```
! RIJCOSX wB97M-V def2-TZVPD def2/J DEFGRID3
* xyz 0 1
C 0.02 -1.89 -0.29
C -0.37 -0.46 -0.12
C -0.70 0.21 1.02
N -0.21 1.49 0.90
C 0.42 1.64 -0.31
C 0.35 0.45 -0.97
H 1.05 -1.44 -0.29
H -0.33 -2.58 0.49
H -0.20 -2.33 -1.27
H -1.15 -0.14 1.94
H -0.42 2.26 1.51
H 0.83 2.58 -0.62
H 0.71 0.22 -1.97
*
```

Output
Kohn-Sham gap   9.2347 eV
E   -6787.27165 eV
Lowest unoccupied orbital energy   1.090 eV
Energy above the lowest of the compared OMol25 structures with the same formula, charge and spin   119.7 kJ/mol
SMILES   Cc1cc[nH]c1

Atomic partial charges in e from the Löwdin method, atoms 1 to 8: number 1, C, carries -0.059; number 2, C, carries -0.341; number 3, C, carries -0.093; number 4, N, carries -0.001; number 5, C, carries -0.131; number 6, C, carries -0.095; number 7, H, carries 0.097; number 8, H, carries 0.082



An isolated molecule of C5H7N, computed with ωB97M-V/def2-TZVPD.

```
! RIJCOSX wB97M-V def2-TZVPD def2/J DEFGRID3
* xyz 0 1
C 2.76 -0.53 -0.16
C 1.77 0.15 -0.05
C 0.54 0.96 0.04
N -0.51 0.22 0.74
C -0.97 -0.99 0.09
C -1.82 0.23 0.12
H 3.62 -1.16 -0.23
H 0.71 1.90 0.57
H 0.20 1.24 -0.98
H -1.18 -1.83 0.76
H -0.51 -1.29 -0.86
H -2.67 0.31 0.79
H -1.92 0.77 -0.82
*
```

Output
Kohn-Sham gap   10.4962 eV
E   -6785.20490 eV
Lowest unoccupied orbital energy   1.157 eV
Energy above the lowest of the compared OMol25 structures with the same formula, charge and spin   319.1 kJ/mol
SMILES   C#CCN1CC1

Atomic partial charges in e from the Löwdin method, atoms 1 to 8: number 1, C, carries 0.108; number 2, C, carries -0.124; number 3, C, carries -0.228; number 4, N, carries -0.125; number 5, C, carries -0.154; number 6, C, carries -0.150; number 7, H, carries 0.026; number 8, H, carries 0.121



C5H7N as an isolated structure, computed with ωB97M-V/def2-TZVPD.

```
! RIJCOSX wB97M-V def2-TZVPD def2/J DEFGRID3
* xyz 0 1
N 3.31 -0.21 0.28
C 2.18 -0.30 0.05
C 0.75 -0.31 -0.34
C -0.82 -0.97 0.54
C -1.38 0.34 0.02
C -0.01 0.99 -0.09
H 0.65 -0.77 -1.31
H -1.23 -1.88 0.10
H 0.19 -1.02 0.99
H -1.81 0.19 -0.98
H -2.12 0.88 0.62
H 0.26 1.41 0.88
H 0.13 1.74 -0.87
*
```

Output
Kohn-Sham gap   9.5767 eV
E   -6784.71814 eV
Lowest unoccupied orbital energy   0.542 eV
Energy above the lowest of the compared OMol25 structures with the same formula, charge and spin   366.1 kJ/mol

Atomic partial charges in e from the Löwdin method, atoms 1 to 8: number 1, N, carries 0.138; number 2, C, carries -0.199; number 3, C, carries -0.221; number 4, C, carries -0.007; number 5, C, carries -0.232; number 6, C, carries -0.196; number 7, H, carries 0.120; number 8, H, carries 0.080



An isolated molecule of C5H7N, computed with ωB97M-V/def2-TZVPD.

```
! RIJCOSX wB97M-V def2-TZVPD def2/J DEFGRID3
* xyz 0 1
C -0.85 0.84 -0.40
C -1.29 -0.46 0.22
C -0.23 -1.04 0.77
C 1.16 -0.51 0.44
N 1.49 -0.11 -0.84
C 0.64 0.81 -0.13
H -1.29 1.70 0.10
H -1.10 0.93 -1.46
H -2.30 -0.84 0.18
H -0.22 -1.94 1.34
H 1.92 -0.49 1.20
H 0.93 -0.62 -1.52
H 1.13 1.72 0.12
*
```

Output
Kohn-Sham gap   10.0591 eV
E   -6786.30328 eV
Lowest unoccupied orbital energy   1.165 eV
Energy above the lowest of the compared OMol25 structures with the same formula, charge and spin   213.2 kJ/mol
SMILES   C1=C[C@H]2N[C@H]2C1

Atomic partial charges in e from the Löwdin method, atoms 1 to 8: number 1, C, carries -0.147; number 2, C, carries -0.085; number 3, C, carries -0.063; number 4, C, carries -0.248; number 5, N, carries 0.053; number 6, C, carries -0.269; number 7, H, carries 0.111; number 8, H, carries 0.113



An isolated molecule of C5H7N, computed with ωB97M-V/def2-TZVPD.

```
! RIJCOSX wB97M-V def2-TZVPD def2/J DEFGRID3
* xyz 0 1
C 0.61 0.53 -0.29
C 1.99 -0.13 -0.32
C 0.47 1.58 0.45
C -1.06 -1.13 0.46
C -0.63 -0.21 -0.72
N 3.00 -0.71 -0.44
H -0.44 2.11 0.51
H 1.26 2.34 0.66
H -1.36 -0.67 1.35
H -0.20 -1.71 0.65
H -1.87 -1.66 0.25
H -1.40 0.59 -1.11
H -0.38 -0.93 -1.47
*
```

Output
Kohn-Sham gap   10.9579 eV
E   -6786.49524 eV
Lowest unoccupied orbital energy   0.613 eV
Energy above the lowest of the compared OMol25 structures with the same formula, charge and spin   194.6 kJ/mol
SMILES   C=C(C#N)CC

Atomic partial charges in e from the Löwdin method, atoms 1 to 8: number 1, C, carries -0.323; number 2, C, carries -0.149; number 3, C, carries 0.039; number 4, C, carries -0.068; number 5, C, carries -0.196; number 6, N, carries 0.131; number 7, H, carries 0.063; number 8, H, carries 0.095